Entry i
DFT (ωB97M-V with the def2-TZVPD basis set) results for an isolated molecule of CH4N2O2S.

The geometry in XYZ format:
```
10
Properties=species:S:1:pos:R:3:mulliken_charge:R:1
C 1.058 0.318 -0.697 0.070
N 1.627 0.764 0.306 -0.392
N -0.477 0.220 1.723 -0.400
O -0.186 2.493 0.797 -0.397
O -0.295 0.421 -0.944 -0.450
S 0.555 1.474 1.530 0.471
H 1.650 -0.357 -1.501 0.313
H -0.599 0.644 -1.818 0.295
H -0.106 -0.590 2.099 0.236
H -1.437 0.145 1.329 0.256
```

Properties
Lowest unoccupied orbital energy (alpha / beta): 0.025 / -0.114 hartree
2S+1: 3
Kohn-Sham gap (alpha / beta): 5.5 / 7.1 eV

Entry ii
DFT (ωB97M-V with the def2-TZVPD basis set) results for a structure of composition CH4N2O2S.

The geometry in XYZ format:
```
10
Properties=species:S:1:pos:R:3:mulliken_charge:R:1
C -0.673 -0.153 1.382 -0.534
N 1.142 -0.966 -1.815 -0.461
N 0.746 0.009 -1.175 0.311
O -0.336 2.034 -0.578 -0.460
O -0.999 -0.678 0.215 -0.515
S -0.689 0.885 -1.344 0.574
H -0.444 0.913 1.335 0.246
H 0.311 -0.642 1.474 0.227
H -1.255 -0.313 2.213 0.321
H 2.198 -1.090 -1.707 0.290
```

Properties
Lowest unoccupied orbital energy (alpha / beta): -0.028 / -0.093 hartree
2S+1: 3
Kohn-Sham gap (alpha / beta): 7.2 / 6.4 eV

It is entry ii that is the least stable of them.

Entry i
DFT (ωB97M-V with the def2-TZVPD basis set) results for a cluster of 4 separate species, C5H11N in total.

The geometry in XYZ format:
```
17
Properties=species:S:1:pos:R:3:mulliken_charge:R:1
C 1.754 -1.540 0.051 -0.751
C 0.933 -1.407 -1.038 -0.270
N -0.184 0.462 -0.941 -0.560
C 0.260 1.318 -0.063 -0.247
C -0.891 0.541 0.366 0.420
C -2.317 1.035 0.381 -1.349
H 1.679 -0.110 0.751 -0.197
H 1.427 -2.111 0.917 0.302
H 2.830 -1.420 -0.056 0.331
H 1.333 -1.110 -2.001 0.247
H -0.046 -1.870 -1.058 0.258
H 1.373 0.690 0.797 0.183
H 0.693 2.307 -0.161 0.380
H -0.668 -0.268 1.075 0.305
H -2.534 1.579 1.308 0.302
H -3.020 0.198 0.311 0.311
H -2.496 1.705 -0.465 0.335
```

Properties
Lowest unoccupied orbital energy: 0.043 hartree
Kohn-Sham gap: 10.4 eV

Entry ii
DFT (ωB97M-V with the def2-TZVPD basis set) results for an isolated molecule of C5H11N.

The geometry in XYZ format:
```
17
Properties=species:S:1:pos:R:3:mulliken_charge:R:1
C 1.302 -1.483 -0.109 -1.386
C 0.123 -0.754 0.509 -0.099
C -0.095 0.783 0.453 -0.091
C 0.823 1.818 -0.081 -1.148
C -0.950 -0.093 -0.307 0.186
H 2.158 -1.594 0.592 0.330
H 0.948 -2.504 -0.416 0.321
H 1.742 -1.044 -1.030 0.304
H -0.130 -1.286 1.468 0.345
H -0.719 1.009 1.347 0.326
H 0.204 2.656 -0.475 0.306
H 1.504 1.420 -0.886 0.218
H 1.643 2.199 0.670 0.290
H -0.616 -0.329 -1.349 0.260
H -2.737 -1.130 -0.104 0.223
H -2.869 0.526 -0.326 0.198
N -2.332 -0.195 0.043 -0.584
```

Properties
Lowest unoccupied orbital energy: 0.044 hartree
SMILES string: C[C@@H]1[C@H](C)[C@H]1N
Kohn-Sham gap: 10.0 eV

It is entry i that is the least stable of them.

Entry i
DFT (ωB97M-V with the def2-TZVPD basis set) results for an isolated molecule of C5H11N.

The geometry in XYZ format:
```
17
Properties=species:S:1:pos:R:3:mulliken_charge:R:1
C -0.132 -1.861 -1.793 -1.185
C -0.740 -0.783 -0.921 -0.233
C 0.297 -0.095 -0.093 -0.630
N -0.470 1.027 0.601 -0.329
C 0.414 0.944 1.775 -0.566
C -0.004 2.242 1.297 -0.339
H 0.696 -1.442 -2.376 0.320
H -0.879 -2.252 -2.484 0.345
H 0.265 -2.696 -1.202 0.322
H -1.223 0.006 -1.496 0.322
H -1.498 -1.192 -0.236 0.239
H 1.181 0.258 -0.636 0.362
H 0.704 -0.888 0.593 0.280
H -0.045 0.369 2.560 0.313
H 1.466 0.741 1.567 0.256
H -0.757 2.681 1.952 0.232
H 0.724 2.942 0.892 0.294
```

Properties
Lowest unoccupied orbital energy: 0.043 hartree
SMILES string: CCCN1CC1
Kohn-Sham gap: 10.1 eV

Entry ii
DFT (ωB97M-V with the def2-TZVPD basis set) results for an isolated molecule of C5H11N.

The geometry in XYZ format:
```
17
Properties=species:S:1:pos:R:3:mulliken_charge:R:1
C -0.807 0.278 1.462 -0.647
C -0.009 -0.945 1.073 -0.681
C 0.520 -1.089 -0.361 -0.517
C 1.145 0.708 -2.004 -0.771
C 1.201 0.163 -0.800 -0.142
N -1.771 0.831 0.507 -0.677
H -1.304 0.072 2.414 0.336
H -0.141 1.081 1.778 0.299
H -0.493 -1.886 1.324 0.364
H 0.884 -0.971 1.715 0.344
H 1.209 -1.931 -0.313 0.279
H -0.214 -1.344 -1.130 0.350
H 1.734 1.586 -2.242 0.266
H 0.507 0.278 -2.762 0.263
H 1.761 0.652 -0.014 0.314
H -1.197 1.421 -0.102 0.326
H -1.919 0.095 -0.183 0.293
```

Properties
Lowest unoccupied orbital energy: 0.040 hartree
SMILES string: C=CCCCN
Kohn-Sham gap: 10.5 eV

Entry iii
DFT (ωB97M-V with the def2-TZVPD basis set) results for an isolated molecule of C5H11N.

The geometry in XYZ format:
```
17
Properties=species:S:1:pos:R:3:mulliken_charge:R:1
C -0.894 -1.597 1.798 -1.209
C -0.553 -0.319 1.044 -0.109
C 0.111 -0.627 -0.293 -0.740
N 0.507 0.507 -1.038 0.162
C 1.496 1.450 -0.980 -0.678
C -0.030 1.457 -1.856 -0.540
H -1.582 -2.220 1.215 0.306
H -1.372 -1.384 2.757 0.348
H 0.010 -2.188 1.989 0.318
H -1.457 0.278 0.876 0.273
H 0.126 0.310 1.633 0.276
H -0.554 -1.213 -0.936 0.311
H 1.031 -1.205 -0.136 0.279
H 1.491 2.331 -0.346 0.236
H 2.521 1.072 -1.205 0.274
H -1.044 1.850 -1.602 0.270
H 0.192 1.499 -2.918 0.223
```

Properties
Lowest unoccupied orbital energy: 0.042 hartree
SMILES string: CCCN1CC1
Kohn-Sham gap: 9.4 eV

Entry iv
DFT (ωB97M-V with the def2-TZVPD basis set) results for an isolated molecule of C5H11N.

The geometry in XYZ format:
```
17
Properties=species:S:1:pos:R:3:mulliken_charge:R:1
C 0.558 -1.810 0.008 -1.617
N -0.379 -0.050 1.922 -0.553
C -0.322 0.397 0.574 0.734
C 0.101 -0.424 -0.399 0.707
C 0.540 0.025 -1.762 -1.461
C -0.679 1.836 0.354 -1.339
H 1.034 -2.470 -0.705 0.374
H 1.281 -1.729 0.831 0.382
H -0.314 -2.361 0.395 0.343
H -0.645 -1.014 1.986 0.225
H -1.027 0.542 2.406 0.246
H 0.638 -0.832 -2.430 0.382
H -0.087 0.797 -2.204 0.356
H 1.566 0.411 -1.697 0.276
H -1.416 2.250 1.042 0.427
H -1.012 1.904 -0.688 0.255
H 0.161 2.527 0.365 0.261
```

Properties
Lowest unoccupied orbital energy: 0.040 hartree
SMILES string: CC(C)=C(C)N
Kohn-Sham gap: 8.8 eV

It is entry i that is the least stable of them.

Entry i
DFT (ωB97M-V with the def2-TZVPD basis set) results for a cluster of 2 separate species, C5H11N in total.

The geometry in XYZ format:
```
17
Properties=species:S:1:pos:R:3:mulliken_charge:R:1
C 1.304 1.138 -0.388 -0.582
C 0.259 1.479 0.610 -0.464
C -1.116 0.863 0.186 -0.402
C -1.015 -0.602 -0.095 -0.682
C 0.028 -1.396 0.305 -0.177
N -0.091 -2.762 0.163 -0.467
H 0.883 0.209 -1.024 -0.608
H 2.179 0.734 0.129 0.235
H 1.600 1.919 -1.070 0.379
H 0.482 1.206 1.640 0.349
H 0.175 2.580 0.588 0.319
H -1.768 1.080 1.040 0.320
H -1.690 1.334 -0.613 0.277
H -1.634 -1.054 -0.869 0.368
H 0.309 -0.308 -1.646 0.619
H -0.692 -3.148 0.881 0.273
H 0.786 -3.272 0.164 0.243
```

Properties
Lowest unoccupied orbital energy: -0.027 hartree
Kohn-Sham gap: 5.9 eV

Entry ii
DFT (ωB97M-V with the def2-TZVPD basis set) results for a cluster of 2 separate species, C5H11N in total.

The geometry in XYZ format:
```
17
Properties=species:S:1:pos:R:3:mulliken_charge:R:1
C -0.756 0.540 1.349 -0.558
C 0.169 0.339 -1.267 -0.133
C -0.863 -0.900 1.809 -0.948
C 0.849 -1.002 -1.347 -1.070
C 0.745 1.695 -1.207 0.087
N 1.502 1.863 -0.262 -0.470
H 0.694 2.330 -2.111 0.373
H -1.614 1.181 1.522 0.357
H 0.084 1.080 1.771 0.300
H -0.675 0.353 -1.968 0.328
H -0.478 0.391 0.112 -0.102
H -1.528 -1.451 1.138 0.264
H 0.112 -1.395 1.788 0.262
H -1.235 -0.983 2.834 0.347
H 1.600 -1.109 -0.564 0.316
H 0.085 -1.779 -1.270 0.293
H 1.309 -1.154 -2.326 0.355
```

Properties
Lowest unoccupied orbital energy (alpha / beta): -0.012 / -0.004 hartree
Kohn-Sham gap (alpha / beta): 9.0 / 7.4 eV

Entry iii
DFT (ωB97M-V with the def2-TZVPD basis set) results for an isolated molecule of C5H11N.

The geometry in XYZ format:
```
17
Properties=species:S:1:pos:R:3:mulliken_charge:R:1
C 1.757 -0.897 -0.281 -1.121
C 0.811 0.247 -0.607 -0.490
C 0.015 0.457 1.792 -0.611
C -0.743 1.480 1.016 -0.487
N -0.352 0.246 0.307 0.460
C -1.455 -0.600 -0.159 -1.003
H 2.144 -0.749 0.731 0.360
H 1.254 -1.871 -0.317 0.281
H 2.583 -0.921 -0.998 0.374
H 1.324 1.203 -0.478 0.212
H 0.441 0.194 -1.640 0.388
H -0.702 -0.165 2.349 0.141
H -0.239 2.382 0.658 0.178
H -1.832 1.606 1.058 0.271
H -1.064 -1.580 -0.448 0.286
H -1.954 -0.142 -1.022 0.323
H -2.173 -0.731 0.654 0.439
```

Properties
Lowest unoccupied orbital energy: 0.033 hartree
Kohn-Sham gap: 8.1 eV

It is entry i that is the least stable of them.

Entry i
DFT (ωB97M-V with the def2-TZVPD basis set) results for an isolated molecule of C5H11N.

The geometry in XYZ format:
```
17
Properties=species:S:1:pos:R:3:mulliken_charge:R:1
C 1.704 -1.199 1.396 -0.991
C 1.304 0.059 0.614 -0.880
N -1.657 0.096 0.541 -0.458
C -0.878 0.166 -0.617 0.543
C 0.468 -0.039 -0.597 -0.219
C -1.529 0.893 -1.767 -1.307
H 0.785 -1.726 1.661 0.290
H 2.441 -0.983 2.180 0.329
H 2.274 -1.889 0.756 0.277
H 0.901 0.810 1.319 0.344
H 2.226 0.602 0.400 0.333
H -2.522 0.601 0.504 0.226
H -1.138 0.103 1.406 0.219
H 0.856 -0.588 -1.461 0.286
H -2.472 0.391 -2.082 0.361
H -0.956 0.775 -2.685 0.333
H -1.809 1.928 -1.568 0.314
```

Properties
Lowest unoccupied orbital energy: 0.040 hartree
SMILES string: CC/C=C(/C)N
Kohn-Sham gap: 8.6 eV

Entry ii
DFT (ωB97M-V with the def2-TZVPD basis set) results for an isolated molecule of C5H11N.

The geometry in XYZ format:
```
17
Properties=species:S:1:pos:R:3:mulliken_charge:R:1
C 1.433 -1.442 0.486 -0.787
C 0.514 0.672 0.679 -0.578
C -0.485 1.648 -0.005 -0.558
C -1.332 0.606 -0.818 -0.438
C -0.617 -0.679 -0.575 -0.666
H 2.424 -1.110 1.222 0.252
H 0.692 -2.025 1.215 0.254
H 1.808 -2.276 -0.249 0.282
H -0.003 0.396 1.586 0.301
H 1.456 1.206 0.941 0.486
H -1.173 2.339 0.699 0.243
H -0.136 2.461 -0.664 0.268
H -2.429 0.149 -0.945 0.310
H -0.927 0.879 -1.818 0.161
H -1.316 -1.275 0.044 0.313
H -0.787 -1.237 -1.508 0.388
N 0.878 -0.311 -0.289 -0.232
```

Properties
Lowest unoccupied orbital energy: 0.041 hartree
SMILES string: CN1CCCC1
Kohn-Sham gap: 10.8 eV

It is entry ii that is the least stable of them.